Record 1
Molecular formula: C5H7CuO3
Method: DFT, ωB97M-V/def2-TZVPD

Results
- DFT total energy (Eh) = -2060.07864
- LUMO energy (spin up / spin down) (eV) = -10.04 / -12.56
- E_HOMO (spin up / spin down) (eV) = -17.66 / -20.75
- HOMO-LUMO gap (spin up / spin down) (eV) = 7.6226 / 8.1894
- relative energy (zero: lowest compared OMol25 entry of this formula, charge and spin) (kcal/mol) = 0.0
- molar mass (g/mol) = 178.7

```
! RIJCOSX wB97M-V def2-TZVPD def2/J DEFGRID3
* xyz 2 3
O 1.03087 -0.19362 0.92695
C 2.26952 -0.08165 0.34138
O 2.48766 -0.56651 -0.78693
Cu 4.16585 0.16360 -0.54178
O 3.12969 0.53535 0.99655
C 0.05855 -0.82761 0.30005
H 0.30281 -1.36967 -0.61611
H -1.70457 -1.81430 1.00998
C -1.27841 -0.81201 0.90635
H -1.36141 -0.16415 1.78264
C -1.58523 -0.15594 -0.39309
C -1.38346 1.27532 -0.64962
H -2.11703 -0.75789 -1.13365
H -1.06265 1.73448 0.30208
H -0.63765 1.26415 -1.48724
H -2.31454 1.77047 -0.95755
*
```

Atomic partial charges in e from the Mulliken method, atoms 1 to 8:
1 O -0.1473
2 C 1.0331
3 O -0.5293
4 Cu 0.9809
5 O -0.4629
6 C -0.0514
7 H 0.5244
8 H 0.3167



Record 2
Molecular formula: C23H30N4O2S
Method: DFT, ωB97M-V/def2-TZVPD

Results
- DFT total energy (Eh) = -1662.16292
- LUMO energy (eV) = -0.12
- E_HOMO (eV) = -7.98
- HOMO-LUMO gap (eV) = 7.8598
- relative energy (zero: lowest compared OMol25 entry of this formula, charge and spin) (kcal/mol) = 20.1
- molar mass (g/mol) = 426.6

```
! RIJCOSX wB97M-V def2-TZVPD def2/J DEFGRID3
* xyz 0 1
C -6.82249 -0.59605 0.20064
C -5.48407 0.05535 0.26923
N -4.76199 0.10309 -0.80456
N -3.55528 0.65957 -0.82253
C -2.96328 0.63670 -2.16026
C -2.55936 2.03100 -2.63600
C -1.78682 -0.35553 -2.32084
O -1.84312 -1.23265 -3.15938
N -0.74519 -0.13605 -1.51384
C 0.48623 -0.88489 -1.60296
C 1.64102 0.00337 -2.06358
C 2.95791 -0.77978 -2.08987
N 3.29521 -1.27020 -0.76623
C 4.00064 -0.32043 0.06422
C 5.51895 -0.19795 -0.15470
C 6.29115 -1.39860 0.39193
C 6.40030 -2.58334 -0.57460
C 5.16288 -2.83280 -1.44214
C 3.81767 -2.61842 -0.72503
C -2.93190 1.23745 0.27047
O -1.79888 1.70751 0.20059
C -3.73598 1.22362 1.46953
C -4.98811 0.63413 1.46308
S -5.79254 0.72205 3.00117
C -4.42554 1.57235 3.68483
C -4.31373 2.02429 4.98950
C -3.15476 2.67910 5.35723
C -2.12359 2.87996 4.44108
C -2.23192 2.43234 3.14265
C -3.39340 1.76951 2.74806
H -6.87019 -1.42263 0.90788
H -7.59940 0.11878 0.46806
H -6.99624 -0.96621 -0.80448
H -3.76100 0.24814 -2.80198
H -2.17892 1.96069 -3.65159
H -1.78985 2.45624 -1.99841
H -3.42424 2.69172 -2.63066
H -0.79151 0.63369 -0.85019
H 0.32087 -1.69553 -2.31589
H 0.73321 -1.30842 -0.62535
H 1.72608 0.85350 -1.38425
H 1.43205 0.38690 -3.06380
H 2.83374 -1.63410 -2.75868
H 3.74353 -0.13403 -2.51141
H 3.54015 0.65730 -0.09394
H 3.82451 -0.60086 1.10928
H 5.73667 -0.05944 -1.21473
H 5.85171 0.70220 0.36761
H 7.30455 -1.08658 0.65627
H 5.80906 -1.72393 1.31679
H 7.25245 -2.42643 -1.24084
H 6.61326 -3.47979 0.01261
H 5.18946 -2.18072 -2.31679
H 5.20854 -3.85955 -1.81155
H 3.06315 -3.26355 -1.18605
H 3.90468 -2.91133 0.32398
H -5.11516 1.86550 5.69418
H -3.04781 3.03980 6.36910
H -1.22864 3.39460 4.75652
H -1.44470 2.57935 2.42062
*
```

Atomic partial charges in e from the Mulliken method, atoms 1 to 8:
1 C -1.4852
2 C 0.9012
3 N -1.2889
4 N 1.1650
5 C 0.0481
6 C -1.4016
7 C 0.3106
8 O -0.6966



Record 3
Molecular formula: C3H7NO2
Method: DFT, ωB97M-V/def2-TZVPD

Results
- DFT total energy (Eh) = -323.76294
- LUMO energy (eV) = 0.79
- E_HOMO (eV) = -9.62
- HOMO-LUMO gap (eV) = 10.4131
- relative energy (zero: lowest compared OMol25 entry of this formula, charge and spin) (kcal/mol) = 11.3
- molar mass (g/mol) = 89.1

```
! RIJCOSX wB97M-V def2-TZVPD def2/J DEFGRID3
* xyz 0 1
C -1.63094 0.25230 -0.08152
C -0.27975 -0.19329 0.48243
O -0.05278 -1.59054 0.32508
C 0.84781 0.68695 -0.11606
N 2.07128 0.08805 -0.17853
O 0.63322 1.83282 -0.47792
H -1.93576 1.20316 0.35816
H -2.42514 -0.47391 0.12434
H -1.54585 0.39649 -1.15505
H -0.28392 -0.05677 1.57255
H -0.47644 -1.89399 -0.48925
H 2.20318 -0.85534 0.14665
H 2.87508 0.60407 -0.51089
*
```

Atomic partial charges in e from the Mulliken method, atoms 1 to 8:
1 C -1.3377
2 C 0.4831
3 O -0.5583
4 C 0.3417
5 N -0.3454
6 O -0.6211
7 H 0.3391
8 H 0.3914



Record 4
Molecular formula: C26H26N4S3Ta
Method: DFT, ωB97M-V/def2-TZVPD

Results
- DFT total energy (Eh) = -2475.92667
- LUMO energy (spin up / spin down) (eV) = -12.13 / -12.13
- E_HOMO (spin up / spin down) (eV) = -15.58 / -15.58
- HOMO-LUMO gap (spin up / spin down) (eV) = 3.4524 / 3.4509
- relative energy (zero: lowest compared OMol25 entry of this formula, charge and spin) (kcal/mol) = 68.3
- molar mass (g/mol) = 671.7

```
! RIJCOSX wB97M-V def2-TZVPD def2/J DEFGRID3
* xyz 3 1
Ta 0.68172 -0.48343 1.11961
C -1.82195 1.55754 0.48649
N -0.63664 1.74850 1.35871
C -1.02488 1.94874 2.77648
C 0.06642 1.48981 3.72674
N 0.22810 0.02306 3.61261
C 1.43933 -0.44884 4.33627
C -0.95792 -0.65614 4.12578
C -1.43403 -0.39728 5.39785
C -2.60960 -0.98916 5.86062
C -3.32770 -1.86313 5.05088
C -2.83700 -2.18229 3.80260
C -1.65802 -1.57887 3.33770
S -1.13625 -2.00836 1.74060
C 0.22338 2.82941 0.89123
C -0.32847 4.04327 0.49895
C 0.47442 5.07951 0.04736
C 1.85320 4.92363 -0.00364
C 2.41924 3.73218 0.41269
C 1.60919 2.68818 0.85539
S 2.43064 1.21334 1.38222
H -2.55425 2.35478 0.62497
H -2.31448 0.61615 0.72903
H -1.51580 1.55388 -0.55870
H -1.93736 1.38435 2.97687
H -1.22913 3.00696 2.95415
H -0.20901 1.77345 4.74335
H 1.01640 1.97211 3.49989
H 1.36383 -0.23165 5.40329
H 2.32751 0.04560 3.94425
H 1.54088 -1.52999 4.22342
H -0.89407 0.26881 6.05803
H -2.95336 -0.76995 6.86258
H -4.25665 -2.29650 5.39392
H -3.35724 -2.89698 3.17821
H -1.39694 4.19954 0.56894
H 0.01501 6.01139 -0.25161
H 2.48346 5.72905 -0.35371
H 3.49494 3.61075 0.40608
S 1.52392 -0.87438 -5.73125
C 1.14807 -0.87813 -4.05504
C 1.54378 0.26254 -3.31771
C 1.32020 0.31670 -1.97419
N 0.71518 -0.69065 -1.29101
C 0.30520 -1.77328 -1.99316
C 0.50179 -1.90445 -3.34145
C 0.97949 -2.48047 -6.31747
C -0.35956 -2.71579 -6.58999
C -0.68699 -3.94297 -7.16490
N 0.24226 -4.83957 -7.43414
C 1.51874 -4.62356 -7.18671
C 1.94877 -3.42395 -6.61796
H 2.03378 1.09298 -3.80728
H 1.63050 1.18381 -1.40597
H -0.19485 -2.55835 -1.43928
H 0.16652 -2.80532 -3.83626
H -1.12638 -1.97683 -6.39853
H -1.70919 -4.18967 -7.42376
H 2.22073 -5.40491 -7.45015
H 3.00113 -3.24515 -6.44392
*
```

Atomic partial charges in e from the Mulliken method, atoms 1 to 8:
1 Ta 1.1040
2 C -1.0089
3 N 0.6290
4 C -0.8487
5 C -0.8828
6 N 0.5875
7 C -1.0571
8 C -0.6005



Record 5
Molecular formula: C4H12
Method: DFT, ωB97M-V/def2-TZVPD

Results
- DFT total energy (Eh) = -159.57024
- LUMO energy (eV) = 1.15
- E_HOMO (eV) = -11.51
- HOMO-LUMO gap (eV) = 12.6570
- relative energy (zero: lowest compared OMol25 entry of this formula, charge and spin) (kcal/mol) = 9.2
- molar mass (g/mol) = 60.1

```
! RIJCOSX wB97M-V def2-TZVPD def2/J DEFGRID3
* xyz 0 1
C -0.51143 1.79014 -1.36410
C 0.45192 0.95141 -2.21285
H -1.23367 1.14769 -0.88480
H 0.00406 2.52321 -0.74235
H -1.14706 2.47742 -1.94354
H 0.64374 1.46043 -3.15660
H 0.01012 -0.03618 -2.31919
H 1.39860 0.84633 -1.69201
C 0.26821 -2.00490 2.22355
C -0.15812 -0.80597 1.33921
H 0.45743 -2.94726 1.71424
H 1.17476 -1.71551 2.74401
H -0.56152 -2.21616 2.89833
H -0.98413 -0.29241 1.83391
H -0.45088 -1.10139 0.36017
H 0.63796 -0.07685 1.20202
*
```

Atomic partial charges in e from the Mulliken method, atoms 1 to 8:
1 C -0.8696
2 C -0.7614
3 H 0.2255
4 H 0.2649
5 H 0.3562
6 H 0.3174
7 H 0.2279
8 H 0.2469



Record 6
Molecular formula: C31H25ClCoN4PS
Method: DFT, ωB97M-V/def2-TZVPD

Results
- DFT total energy (Eh) = -3997.69539
- LUMO energy (spin up / spin down) (eV) = -3.23 / -3.48
- E_HOMO (spin up / spin down) (eV) = -10.43 / -10.46
- HOMO-LUMO gap (spin up / spin down) (eV) = 7.2005 / 6.9824
- relative energy (zero: lowest compared OMol25 entry of this formula, charge and spin) (kcal/mol) = 11.9
- molar mass (g/mol) = 611.0

```
! RIJCOSX wB97M-V def2-TZVPD def2/J DEFGRID3
* xyz 1 4
Co -0.11020 0.07030 -0.23240
N 3.20750 0.50730 2.54670
C 2.08260 0.24600 1.87520
S 2.16610 0.06680 0.15350
N 0.97210 0.08130 2.54050
N -0.11470 -0.14230 1.82900
C -1.21450 -0.61780 2.34190
C -1.42040 -0.79010 3.78670
C -1.91600 -1.97780 4.32220
C -2.11690 -2.08900 5.68720
C -1.84280 -1.01520 6.52190
C -1.34410 0.16740 5.99570
C -1.11630 0.27370 4.63670
C -2.22550 -0.93330 1.35280
C -3.57380 -1.12010 1.66830
C -4.47080 -1.41560 0.66100
C -4.00350 -1.53000 -0.64620
C -2.66090 -1.30610 -0.89120
N -1.78660 -1.00410 0.06860
H 4.08950 0.54440 2.06800
H 3.18110 0.47570 3.55160
H -2.11990 -2.81740 3.67270
H -2.48260 -3.01880 6.10000
H -2.01320 -1.09860 7.58490
H -1.12760 1.00640 6.64270
H -0.72270 1.18910 4.22120
H -3.89410 -1.02250 2.69330
H -5.51730 -1.55070 0.88260
H -4.66930 -1.78680 -1.45350
H -2.26500 -1.37040 -1.89720
Cl 0.14140 0.42000 -2.59110
C -1.01350 1.63110 -3.02870
C -1.41140 1.74370 -4.34950
C -2.38310 2.67310 -4.68670
C -2.94340 3.48530 -3.71380
C -2.52690 3.38170 -2.39870
C -1.54660 2.45840 -2.03650
P -1.03870 2.18720 -0.30560
C 0.47020 3.15150 -0.02480
C 0.83290 3.28520 1.31690
C 2.00930 3.92020 1.65390
C 2.84700 4.39350 0.65400
C 2.50700 4.22780 -0.67800
C 1.31700 3.60930 -1.02530
C -2.29240 3.11410 0.63560
C -3.47710 2.47050 0.98200
C -4.46090 3.15590 1.67220
C -4.26910 4.48400 2.01950
C -3.09410 5.13000 1.66810
C -2.10640 4.45170 0.97750
H -0.97130 1.10960 -5.10290
H -2.71000 2.74970 -5.71030
H -3.70700 4.20000 -3.98250
H -2.97370 4.01440 -1.64530
H 0.18420 2.87490 2.08150
H 2.28190 4.02770 2.69380
H 3.77130 4.88410 0.91790
H 3.17530 4.57440 -1.45140
H 1.05270 3.46670 -2.06410
H -3.62060 1.43530 0.70200
H -5.37640 2.65240 1.94260
H -5.03690 5.01800 2.55810
H -2.94200 6.16570 1.93300
H -1.19460 4.96000 0.69880
*
```

Atomic partial charges in e from the Mulliken method, atoms 1 to 8:
1 Co -0.6320
2 N -0.3616
3 C 0.5570
4 S -0.5340
5 N -1.3250
6 N 0.7897
7 C 0.6546
8 C 0.0671